{"formula": "C12H15F9O6", "method": "the ωB97M-V functional and the def2-TZVPD basis", "smiles": "CCOC(=O)C(F)(F)F.CCOC(=O)C(F)(F)F.CCOC(=O)C(F)(F)F", "e_above_lowest_kcal_mol": 51.8, "e_lumo_ev": 0.617, "multiplicity": 1, "homo_lumo_gap_ev": 11.488, "total_energy_ev": -49428.49312, "fmax_ha_per_bohr": 0.111, "elements": ["C", "C", "O", "C", "O", "C", "F", "F", "F", "H", "H", "H", "H", "H", "C", "C", "O", "C", "O", "C", "F", "F", "F", "H", "H", "H", "H", "H", "C", "C", "O", "C", "O", "C", "F", "F", "F", "H", "H", "H", "H", "H"], "xyz": [[-17.8123, -25.4822, -11.7058], [-19.3351, -25.0869, -11.4170], [-19.5698, -24.0213, -12.3286], [-19.2767, -22.7584, -12.0951], [-18.5433, -22.2921, -11.2674], [-20.0516, -21.8133, -13.0816], [-20.7138, -20.9067, -12.3800], [-19.2235, -21.2227, -13.9260], [-20.9440, -22.4027, -13.9160], [-17.6100, -25.3966, -12.7734], [-17.4544, -26.4779, -11.4438], [-17.1766, -24.6744, -11.3432], [-19.5376, -24.8259, -10.3783], [-19.9426, -25.9662, -11.6314], [-16.4875, -19.9567, -12.8096], [-16.8652, -18.9748, -13.9444], [-15.7921, -18.9434, -14.8663], [-15.9438, -19.2230, -16.1587], [-17.0384, -19.6161, -16.6162], [-14.6607, -19.2586, -16.9957], [-14.6739, -18.1052, -17.6727], [-13.6211, -19.3247, -16.1760], [-14.6971, -20.3361, -17.8383], [-17.3558, -20.0569, -12.1583], [-15.5239, -19.6087, -12.4374], [-16.5391, -20.8822, -13.3831], [-17.2405, -18.0461, -13.5145], [-17.7726, -19.3151, -14.4434], [-12.6962, -12.8933, -12.3654], [-12.7606, -13.4452, -11.0208], [-13.4453, -14.7235, -11.0959], [-14.2483, -15.1252, -10.0964], [-14.7210, -14.4771, -9.2081], [-14.7884, -16.5785, -10.3993], [-14.2457, -17.4108, -9.4995], [-16.1631, -16.6327, -10.2120], [-14.4670, -17.1006, -11.6552], [-12.0527, -12.0187, -12.2697], [-13.6736, -12.6519, -12.7833], [-12.0394, -13.5362, -12.9514], [-13.0934, -12.6635, -10.3379], [-11.7112, -13.5460, -10.7439]]}